No. 1
Below is a structure of composition C10H20IN3NbO2 in a non-equilibrium geometry, with properties calculated with wB97M-V/def2-TZVPD.

The geometry in ORCA input format:
```
! wB97M-V def2-TZVPD RIJCOSX def2/J DEFGRID3
* xyz -1 1
C 2.998 -0.838 0.841
C 2.280 -1.972 0.645
Nb 0.113 -1.548 0.591
I -0.409 -3.803 2.222
O -1.880 -0.900 0.596
N -2.108 -0.126 1.691
O -1.845 1.020 1.519
H 3.390 -0.612 1.837
H 3.122 -0.116 0.035
H 2.669 -2.984 0.544
H -0.134 -2.505 -0.960
H 0.575 -0.120 -0.428
H 0.344 -0.452 2.059
C -3.122 3.832 2.437
C -4.414 3.048 2.617
C -5.608 3.681 1.894
C -5.885 5.034 2.399
N -6.104 6.089 2.795
H -3.197 4.837 2.860
H -2.302 3.321 2.937
H -2.865 3.922 1.380
H -4.639 2.961 3.683
H -4.270 2.037 2.236
H -6.503 3.075 2.036
H -5.412 3.746 0.823
C 5.070 -2.139 -2.950
C 4.023 -2.392 -4.029
C 2.607 -2.527 -3.462
C 2.520 -3.650 -2.525
N 2.441 -4.517 -1.777
H 5.125 -2.972 -2.248
H 6.059 -2.019 -3.395
H 4.839 -1.233 -2.386
H 4.285 -3.298 -4.580
H 4.037 -1.567 -4.745
H 1.886 -2.691 -4.263
H 2.314 -1.619 -2.929
*
```

Properties
E_HOMO = -0.1609 Eh

These are the natural (NBO) partial charges, in e, on atoms 1 to 2: atom 1 (C): -0.200, atom 2 (C): -0.620

---

No. 2
Below is an isolated molecule of C7H5OPS in a non-equilibrium geometry, with properties calculated with wB97M-V/def2-TZVPD.

The geometry in ORCA input format:
```
! wB97M-V def2-TZVPD RIJCOSX def2/J DEFGRID3
* xyz 0 1
C 1.418 -1.589 0.242
P 3.169 -1.252 -0.093
S 3.116 0.822 -0.362
O 1.877 1.328 0.575
C 0.582 0.768 0.329
C -0.459 1.641 0.155
C -1.672 1.112 -0.184
C -1.961 -0.240 -0.348
C -0.892 -1.113 -0.051
C 0.414 -0.629 0.246
H 0.984 -2.605 0.333
H -0.307 2.690 0.333
H -2.316 1.817 -0.549
H -3.042 -0.621 -0.491
H -0.911 -2.129 -0.133
*
```

Properties
E_HOMO = -0.2841 Eh

These are the natural (NBO) partial charges, in e, on atoms 1 to 2: atom 1 (C): -0.523, atom 2 (P): 0.440

---

No. 3
Below is a cluster of 12 separate species, C42H78N6O24 in total in a non-equilibrium geometry, with properties calculated with wB97M-V/def2-TZVPD.

The geometry in ORCA input format:
```
! wB97M-V def2-TZVPD RIJCOSX def2/J DEFGRID3
* xyz 0 1
C -1.925 -3.649 -2.928
C -1.883 -4.502 -1.643
C -0.561 -4.480 -0.957
O -0.833 -4.096 0.358
C -2.100 -3.713 0.475
O -2.622 -3.172 1.429
O -2.701 -3.897 -0.716
H -1.374 -2.710 -2.882
H -2.968 -3.428 -3.154
H -1.636 -4.310 -3.744
H -2.265 -5.513 -1.787
H 0.115 -3.709 -1.326
H -0.095 -5.457 -1.085
C -2.325 1.506 -5.140
C -2.952 2.484 -6.145
C -2.012 3.206 -7.078
O -2.559 2.974 -8.393
C -3.590 2.192 -8.355
O -4.320 2.021 -9.318
O -3.793 1.720 -7.132
H -3.094 1.112 -4.476
H -1.545 2.012 -4.572
H -1.924 0.641 -5.668
H -3.601 3.218 -5.667
H -1.005 2.798 -6.992
H -1.821 4.253 -6.844
C -1.737 0.512 1.706
C -0.801 0.590 0.449
C 0.129 -0.596 0.120
O 0.167 -0.672 -1.260
C -0.911 -0.060 -1.758
O -1.364 -0.044 -2.901
O -1.499 0.664 -0.761
H -1.228 0.234 2.629
H -2.516 -0.217 1.479
H -2.265 1.444 1.907
H -0.211 1.501 0.545
H -0.280 -1.518 0.535
H 1.109 -0.427 0.565
C -4.700 -0.867 -2.892
C -5.232 0.115 -1.874
C -4.486 1.445 -1.748
O -5.315 2.327 -2.427
C -6.567 1.792 -2.600
O -7.564 2.470 -2.870
O -6.501 0.474 -2.332
H -4.870 -0.475 -3.894
H -5.296 -1.777 -2.817
H -3.690 -1.266 -2.808
H -5.207 -0.376 -0.901
H -3.512 1.319 -2.220
H -4.374 1.670 -0.687
C 2.450 -4.975 1.624
C 1.344 -4.419 2.543
C 1.710 -4.492 4.054
O 1.598 -3.140 4.426
C 1.120 -2.381 3.445
O 0.690 -1.242 3.615
O 1.103 -3.020 2.244
H 2.530 -6.016 1.937
H 3.396 -4.459 1.783
H 2.138 -4.963 0.579
H 0.427 -4.979 2.360
H 2.733 -4.839 4.195
H 1.102 -5.221 4.589
C 0.721 -1.735 -5.273
C 1.409 -0.534 -4.601
C 2.912 -0.359 -5.000
O 2.960 0.979 -5.479
C 1.761 1.577 -5.458
O 1.538 2.792 -5.652
O 0.875 0.754 -5.018
H -0.351 -1.541 -5.296
H 0.915 -2.679 -4.764
H 1.076 -1.829 -6.299
H 1.253 -0.591 -3.524
H 3.273 -1.096 -5.718
H 3.487 -0.451 -4.079
C 6.396 -2.085 -1.486
N 4.929 -2.109 -1.318
C 4.124 -3.125 -1.058
C 2.636 -2.891 -1.197
O 4.506 -4.290 -0.875
H 6.724 -2.100 -2.525
H 6.749 -2.998 -1.007
H 6.969 -1.235 -1.116
H 4.439 -1.233 -1.430
H 2.195 -3.720 -1.749
H 2.427 -1.927 -1.662
H 2.210 -2.802 -0.198
C 5.785 1.477 -3.281
N 4.605 2.009 -2.677
C 3.689 1.357 -1.950
C 2.387 2.167 -1.768
O 3.806 0.242 -1.538
H 5.963 0.502 -2.827
H 6.619 2.159 -3.116
H 5.712 1.263 -4.347
H 4.556 3.017 -2.678
H 1.546 1.487 -1.635
H 2.235 2.746 -2.679
H 2.453 2.732 -0.838
C 1.396 1.806 4.973
N 0.700 2.612 3.978
C 1.214 3.503 3.113
C 0.273 4.187 2.094
O 2.353 3.800 3.160
H 2.420 1.500 4.757
H 0.735 0.989 5.261
H 1.341 2.466 5.839
H -0.306 2.538 4.022
H 0.643 4.122 1.071
H 0.239 5.252 2.322
H -0.728 3.762 2.166
C 5.353 2.561 4.607
N 4.574 1.964 3.572
C 4.823 0.844 2.927
C 3.739 0.467 1.880
O 5.807 0.138 3.140
H 6.213 3.015 4.113
H 5.712 1.755 5.247
H 4.853 3.321 5.208
H 3.687 2.423 3.422
H 4.449 0.003 1.195
H 3.270 1.371 1.490
H 3.105 -0.373 2.162
C -5.045 3.867 3.936
N -3.941 4.213 4.794
C -2.712 3.743 4.766
C -1.826 4.187 5.983
O -2.306 2.929 3.938
H -6.010 3.885 4.443
H -4.932 2.906 3.433
H -5.233 4.575 3.128
H -4.112 4.616 5.705
H -1.621 5.241 6.169
H -0.863 3.700 5.828
H -2.305 3.783 6.875
C -3.223 -2.710 4.204
N -3.566 -2.521 5.624
C -3.467 -1.399 6.354
C -2.972 -0.106 5.651
O -3.694 -1.448 7.545
H -3.877 -3.484 3.803
H -2.181 -3.023 4.138
H -3.334 -1.741 3.716
H -3.789 -3.382 6.101
H -2.666 0.600 6.423
H -3.774 0.294 5.031
H -2.138 -0.296 4.975
*
```

Properties
E_HOMO = -0.3404 Eh

These are the Mulliken partial charges, in e, on atoms 1 to 2: atom 1 (C): -1.285, atom 2 (C): 0.354

---

No. 4
Below is a structure of composition C20H19BrCrN3O5S in a non-equilibrium geometry, with properties calculated with wB97M-V/def2-TZVPD.

The geometry in ORCA input format:
```
! wB97M-V def2-TZVPD RIJCOSX def2/J DEFGRID3
* xyz 0 4
Cr 0.786 0.315 0.208
O -0.977 -0.158 1.287
C -1.611 1.024 1.790
C -0.567 2.095 2.103
N 0.298 2.346 0.946
C -0.397 3.058 -0.136
C -1.111 2.054 -1.054
O -2.159 2.356 -1.606
O -0.485 0.939 -1.157
C 1.602 2.962 1.212
C 2.604 2.494 0.112
O 3.552 3.203 -0.152
O 2.320 1.346 -0.411
H -1.629 -0.654 0.666
H -2.143 0.783 2.713
H -2.334 1.398 1.060
H 0.055 1.744 2.928
H -1.083 3.003 2.436
H 0.346 3.555 -0.760
H -1.097 3.806 0.242
H 1.997 2.632 2.173
H 1.567 4.053 1.222
S 2.475 -3.628 -0.914
C 1.231 -3.317 -2.055
C 0.570 -2.152 -1.802
C 1.051 -1.467 -0.655
C 2.087 -2.161 -0.079
C 2.691 -1.651 1.124
C 3.790 -2.206 1.780
C 4.254 -1.628 2.942
C 3.578 -0.527 3.459
C 2.502 -0.032 2.757
N 2.073 -0.538 1.598
H 1.078 -4.017 -2.862
H -0.236 -1.784 -2.424
H 4.264 -3.081 1.356
H 5.125 -2.022 3.447
H 3.880 -0.061 4.385
H 1.942 0.804 3.153
Br -5.425 -4.388 -2.630
C -4.295 -3.209 -1.670
C -3.664 -3.651 -0.518
C -2.859 -2.749 0.153
N -2.682 -1.489 -0.247
C -3.288 -1.080 -1.361
C -4.105 -1.913 -2.112
H -3.795 -4.659 -0.156
H -2.324 -3.047 1.047
H -3.121 -0.053 -1.667
H -4.575 -1.551 -3.014
*
```

Properties
E_HOMO (alpha / beta) = -0.3041 / -0.3094 Eh

These are the Mulliken partial charges, in e, on atoms 1 to 2: atom 1 (Cr): -0.444, atom 2 (O): -0.279

---

No. 5
Below is a structure of composition C10H17N3OS2V in a non-equilibrium geometry, with properties calculated with wB97M-V/def2-TZVPD.

The geometry in ORCA input format:
```
! wB97M-V def2-TZVPD RIJCOSX def2/J DEFGRID3
* xyz 1 3
V -0.264 0.485 0.314
S -0.259 0.659 2.653
C -0.060 2.289 2.074
C 0.036 3.422 2.880
C 0.051 4.664 2.273
C -0.001 4.756 0.881
C -0.043 3.597 0.143
N -0.053 2.385 0.723
H 0.042 3.300 3.953
H 0.089 5.562 2.876
H -0.012 5.714 0.383
H -0.052 3.619 -0.939
C 3.361 -1.209 3.127
N 2.731 -1.191 1.817
C 2.636 -0.129 1.045
N 3.173 1.025 1.437
S 1.877 -0.226 -0.504
H 3.411 -2.235 3.477
H 2.783 -0.623 3.845
H 4.381 -0.826 3.072
H 2.270 -2.023 1.491
H 3.683 1.109 2.302
H 3.257 1.762 0.759
C -1.951 -2.809 -0.298
C -2.156 -1.454 -0.970
C -1.864 -1.513 -2.467
O -1.281 -0.515 -0.361
H -2.631 -3.551 -0.711
H -2.127 -2.720 0.774
H -0.921 -3.129 -0.467
H -3.183 -1.111 -0.816
H -0.805 -1.728 -2.619
H -2.107 -0.563 -2.943
H -2.456 -2.298 -2.932
*
```

Properties
E_HOMO (alpha / beta) = -0.4087 / -0.4268 Eh

These are the natural (NBO) partial charges, in e, on atoms 1 to 2: atom 1 (V): 1.186, atom 2 (S): -0.212

---

No. 6
Below is a cluster of 11 separate species, C22H44Br22 in total in a non-equilibrium geometry, with properties calculated with wB97M-V/def2-TZVPD.

The geometry in ORCA input format:
```
! wB97M-V def2-TZVPD RIJCOSX def2/J DEFGRID3
* xyz 0 1
Br -2.022 -36.498 5.821
C -1.075 -34.952 6.637
C -0.014 -35.329 7.659
Br 0.892 -33.572 8.095
H -1.802 -34.331 7.160
H -0.715 -34.344 5.807
H 0.738 -36.037 7.312
H -0.306 -35.927 8.523
Br 1.787 -24.553 -1.685
C 2.837 -25.815 -2.729
C 4.207 -26.017 -2.079
Br 5.301 -27.426 -2.866
H 2.849 -25.261 -3.668
H 2.239 -26.726 -2.738
H 4.038 -26.343 -1.053
H 4.803 -25.105 -2.110
Br 2.939 -31.515 1.930
C 3.769 -30.962 3.656
C 4.958 -30.102 3.472
Br 5.538 -29.319 5.226
H 4.025 -31.872 4.200
H 3.071 -30.500 4.354
H 4.794 -29.253 2.809
H 5.786 -30.658 3.032
Br 14.614 -35.778 3.738
C 13.189 -34.920 2.735
C 11.842 -35.293 3.323
Br 10.525 -34.179 2.341
H 13.323 -35.217 1.695
H 13.446 -33.862 2.797
H 11.784 -35.121 4.398
H 11.733 -36.371 3.209
Br -3.595 -28.777 3.347
C -1.848 -28.153 2.881
C -1.158 -27.607 4.211
Br 0.575 -26.702 3.769
H -1.950 -27.330 2.174
H -1.302 -28.952 2.380
H -1.030 -28.441 4.902
H -1.673 -26.785 4.706
Br 1.376 -31.333 -5.715
C 1.576 -33.205 -5.016
C 2.426 -33.966 -6.002
Br 4.195 -33.059 -6.145
H 0.577 -33.640 -5.058
H 1.905 -33.175 -3.977
H 1.922 -33.955 -6.969
H 2.660 -35.012 -5.803
Br 11.039 -31.549 8.162
C 12.417 -30.470 7.247
C 11.769 -29.993 5.936
Br 13.203 -29.179 4.809
H 13.196 -31.184 6.979
H 12.865 -29.717 7.895
H 10.940 -29.301 6.078
H 11.537 -30.898 5.374
Br 1.725 -38.089 1.010
C 3.134 -37.666 -0.202
C 4.581 -37.804 0.508
Br 5.915 -37.234 -0.855
H 2.976 -36.635 -0.519
H 3.005 -38.229 -1.126
H 4.705 -38.854 0.772
H 4.602 -37.110 1.349
Br 1.314 -25.183 9.307
C 2.448 -26.102 10.728
C 2.450 -27.639 10.307
Br 3.907 -28.450 11.442
H 1.986 -25.964 11.705
H 3.465 -25.713 10.756
H 2.716 -27.881 9.278
H 1.518 -28.152 10.546
Br 8.064 -23.441 7.066
C 6.065 -23.255 6.735
C 5.459 -21.887 6.974
Br 5.739 -21.399 8.927
H 5.510 -23.959 7.355
H 6.008 -23.588 5.698
H 4.391 -21.969 6.769
H 5.756 -21.020 6.383
Br 6.154 -36.913 6.501
C 7.039 -38.674 6.824
C 6.674 -39.241 8.199
Br 7.596 -40.976 8.354
H 8.118 -38.518 6.852
H 6.736 -39.303 5.987
H 5.587 -39.323 8.182
H 7.112 -38.548 8.917
*
```

Properties
E_HOMO = -0.3632 Eh

These are the Mulliken partial charges, in e, on atoms 1 to 2: atom 1 (Br): -0.176, atom 2 (C): -0.639

---

No. 7
Below is a structure of composition C27H39BrNOPdSi in a non-equilibrium geometry, with properties calculated with wB97M-V/def2-TZVPD.

The geometry in ORCA input format:
```
! wB97M-V def2-TZVPD RIJCOSX def2/J DEFGRID3
* xyz -1 1
Pd -0.873 2.100 0.823
C 5.404 -2.087 -0.825
C 4.684 -2.790 0.336
C 4.676 -4.294 0.056
C 5.481 -2.552 1.625
C 3.269 -2.227 0.464
C 3.054 -0.962 1.003
C 1.782 -0.436 1.027
Br 1.541 1.258 1.868
C 0.619 -1.041 0.481
O -0.489 -0.409 0.416
C 0.842 -2.383 0.020
C 2.134 -2.899 0.013
C -0.275 -3.336 -0.455
C 0.022 -3.805 -1.888
C -0.294 -4.562 0.472
C -1.693 -2.756 -0.463
H 6.403 -2.506 -0.981
H 5.507 -1.019 -0.625
H 4.834 -2.198 -1.749
H 5.703 -4.668 0.031
H 4.219 -4.526 -0.907
H 4.132 -4.839 0.831
H 6.456 -3.043 1.562
H 4.947 -2.953 2.490
H 5.659 -1.491 1.803
H 3.872 -0.374 1.401
H 2.258 -3.905 -0.368
H 0.989 -4.303 -1.970
H 0.024 -2.953 -2.571
H -0.748 -4.508 -2.220
H 0.655 -5.101 0.457
H -1.084 -5.255 0.166
H -0.487 -4.254 1.502
H -1.782 -1.911 -1.141
H -2.005 -2.412 0.521
H -2.377 -3.548 -0.789
C -5.641 0.525 -1.420
C -4.328 0.021 -1.253
C -3.380 0.763 -0.610
C -3.680 2.060 -0.097
C -2.689 2.837 0.593
C -3.062 4.086 1.035
C -4.371 4.594 0.847
C -5.320 3.855 0.206
C -4.995 2.562 -0.276
C -5.962 1.761 -0.944
H -6.391 -0.075 -1.923
H -4.075 -0.960 -1.637
H -2.374 0.382 -0.476
H -2.338 4.707 1.550
H -4.615 5.588 1.207
H -6.322 4.240 0.053
H -6.966 2.154 -1.067
N -1.606 0.826 2.596
H -1.147 0.848 3.495
H -1.305 0.005 2.064
H -2.611 0.807 2.713
C -0.981 4.896 -1.522
Si 0.051 3.730 -0.459
C 1.581 3.310 -1.453
C 0.729 4.882 0.924
H -0.666 5.927 -1.337
H -2.043 4.815 -1.286
H -0.861 4.693 -2.591
H 2.191 4.218 -1.506
H 1.337 2.995 -2.471
H 2.174 2.517 -0.993
H 0.350 5.902 0.797
H 1.823 4.928 0.904
H 0.433 4.548 1.920
*
```

Properties
E_HOMO = -0.1556 Eh

These are the Mulliken partial charges, in e, on atoms 1 to 2: atom 1 (Pd): -0.658, atom 2 (C): -1.630

---

No. 8
Below is a structure of composition C4H13N2 in a non-equilibrium geometry, with properties calculated with wB97M-V/def2-TZVPD.

The geometry in ORCA input format:
```
! wB97M-V def2-TZVPD RIJCOSX def2/J DEFGRID3
* xyz 1 1
N 0.824 -0.465 1.022
C 2.030 -0.501 0.264
C 2.133 0.632 -0.763
N -1.154 0.093 -0.322
C -1.616 1.310 0.225
C -2.130 -0.968 -0.424
H -0.178 -0.211 0.339
H 0.847 -1.083 1.832
H 2.904 1.292 -0.367
H 2.025 -1.468 -0.276
H 2.832 -0.478 1.012
H 1.232 1.226 -0.816
H 2.496 0.293 -1.724
H -2.458 1.138 0.894
H -1.941 2.007 -0.556
H -0.761 1.821 0.682
H -2.886 -0.611 -1.134
H -2.642 -1.092 0.534
H -1.619 -1.869 -0.709
*
```

Properties
E_HOMO = -0.5053 Eh

These are the natural (NBO) partial charges, in e, on atoms 1 to 2: atom 1 (N): -0.437, atom 2 (C): -0.277

---

No. 9
Below is an isolated molecule of C4H7N3, with properties calculated with wB97M-V/def2-TZVPD.

The geometry in ORCA input format:
```
! wB97M-V def2-TZVPD RIJCOSX def2/J DEFGRID3
* xyz 0 1
C 1.423 -0.093 1.802
C 0.146 0.030 0.985
N 0.458 0.098 -0.445
C -0.453 0.184 -1.397
N -1.759 0.381 -1.304
C -1.294 0.540 -2.712
N -1.474 0.735 -3.867
H 2.074 0.774 1.646
H 1.978 -0.999 1.533
H 1.187 -0.154 2.868
H -0.406 0.933 1.269
H -0.509 -0.833 1.166
H 1.396 -0.144 -0.737
H -2.374 0.765 -0.584
*
```

Properties
E_HOMO = -0.2778 Eh

These are the natural (NBO) partial charges, in e, on atoms 1 to 2: atom 1 (C): -0.618, atom 2 (C): -0.232

---

No. 10
Below is a cluster of 2 separate species, C3H4N4 in total in a non-equilibrium geometry, with properties calculated with wB97M-V/def2-TZVPD.

The geometry in ORCA input format:
```
! wB97M-V def2-TZVPD RIJCOSX def2/J DEFGRID3
* xyz 0 1
C -0.067 2.419 0.259
C 0.755 0.223 -0.068
C 0.206 1.118 0.734
N -0.282 3.429 -0.283
N -3.284 0.133 0.644
N -2.599 0.042 -0.250
N -1.754 -0.102 -1.077
H 0.885 0.486 -1.054
H 0.540 -0.777 0.189
H -0.141 1.092 1.769
H -2.104 0.052 -1.973
*
```

Properties
E_HOMO = -0.3720 Eh

These are the natural (NBO) partial charges, in e, on atoms 1 to 2: atom 1 (C): 0.244, atom 2 (C): -0.268

---

no.,electronic energy (eV)
1,-28904.085
2,-29509.265
3,-102902.255
4,-145058.040
5,-64517.913
6,-1564461.256
7,-113572.936
8,-7327.141
9,-8727.696
10,-9132.443